{"formula": "CH3IOS2", "method": "the ωB97M-V functional and the def2-TZVPD basis", "symbols": ["O", "C", "S", "S", "I", "H", "H", "H"], "coordinates": [[-1.92328, -0.13471, 0.17423], [-0.57824, -0.31023, 0.18418], [0.21288, 1.14675, -0.57911], [1.91532, 1.18650, 0.35408], [3.05591, -0.70742, -0.40599], [-2.10108, 0.19685, -0.72060], [-0.29115, -1.34738, -0.17485], [-0.29035, -0.03035, 1.16807]], "forces_ev_per_angstrom": [[-1.948, 0.459, -1.363], [1.185, -0.349, 0.572], [-0.958, -0.066, -1.809], [0.975, 0.746, 1.158], [0.718, -0.768, -0.401], [-0.847, -0.290, 0.320], [0.254, 1.414, 0.267], [0.622, -1.146, 1.256]], "nbo_charge": [-0.69, -0.20, 0.09, -0.08, 0.03, 0.46, 0.19, 0.19], "charge": 0, "relative_energy_kcal_mol": 5.4, "gap_ev": 8.17, "e_homo_ev": -8.8, "max_force_ha_per_bohr": 0.0471, "e_lumo_ha": -0.02335, "mol_weight_da": 222.07, "smiles": "OCSSI"}

=====

{"formula": "C2N2S", "method": "the ωB97M-V functional and the def2-TZVPD basis", "symbols": ["C", "C", "N", "N", "S"], "coordinates": [[1.50429, 0.16162, -0.00977], [-1.60387, -0.18416, 0.03198], [1.94468, 1.22763, 0.00498], [-2.68731, 0.14459, -0.00567], [0.84222, -1.34969, -0.02153]], "forces_ev_per_angstrom": [[0.053, -0.086, 0.015], [5.376, -2.524, -0.020], [0.303, 0.340, -0.009], [-2.632, 0.934, -0.058], [-3.100, 1.337, 0.073]], "nbo_charge": [-0.05, 0.22, -0.18, -0.43, 0.44], "charge": 0, "relative_energy_kcal_mol": 88.9, "gap_ev": [6.74, 6.74], "e_homo_ev": [-11.6, -11.6], "max_force_ha_per_bohr": 0.1155, "e_lumo_ha": [-0.17791, -0.17793], "mol_weight_da": 84.10}

=====

{"formula": "C30H18CdF15N3S", "method": "the ωB97M-V functional and the def2-TZVPD basis", "symbols": ["Cd", "C", "N", "C", "C", "N", "C", "C", "F", "C", "F", "C", "F", "C", "F", "C", "F", "C", "C", "N", "C", "C", "F", "C", "F", "C", "F", "C", "F", "C", "F", "H", "H", "H", "H", "H", "H", "H", "H", "H", "H", "H", "F", "C", "C", "F", "C", "F", "C", "S", "C", "F", "C", "F", "C", "C", "C", "C", "C", "C", "C", "H", "H", "H", "H", "H", "H", "H"], "coordinates": [[-0.39408, -0.60280, -0.52936], [-2.26431, 1.73557, 1.26445], [-0.89407, 1.30682, 1.06389], [-0.29532, 0.83735, 2.30723], [-0.70969, -0.58790, 2.62691], [-0.06664, -1.44665, 1.65739], [-0.29033, -2.74280, 1.65128], [-1.19212, -3.52324, 2.44606], [-1.96214, -2.93769, 3.40757], [-1.38653, -4.87651, 2.27048], [-2.30462, -5.51614, 3.02214], [-0.66569, -5.59781, 1.33896], [-0.86622, -6.92882, 1.17355], [0.27921, -4.91379, 0.58416], [1.04252, -5.60149, -0.28172], [0.44983, -3.56390, 0.73625], [1.35954, -2.94168, -0.04449], [-0.05865, 2.32139, 0.45342], [-0.51676, 2.74358, -0.93059], [-0.59757, 1.57976, -1.77705], [-1.12069, 1.65219, -2.98694], [-1.08440, 0.49561, -3.83409], [-0.41052, -0.58023, -3.38975], [-1.65875, 0.41361, -5.07475], [-1.58300, -0.72503, -5.77854], [-2.30658, 1.50921, -5.63218], [-2.88594, 1.44039, -6.85627], [-2.30883, 2.68178, -4.90590], [-2.87681, 3.78354, -5.43902], [-1.74633, 2.75898, -3.64825], [-1.82704, 3.98579, -3.05357], [-2.31780, 2.66104, 1.86615], [-2.82181, 0.95906, 1.78446], [-2.75587, 1.90796, 0.30823], [-0.54136, 1.51822, 3.14262], [0.78653, 0.81836, 2.18366], [-1.80319, -0.67093, 2.61975], [-0.37449, -0.81997, 3.64963], [0.93189, 1.86923, 0.34875], [0.03327, 3.22771, 1.08239], [0.23672, 3.45913, -1.29391], [-1.46706, 3.28267, -0.88102], [6.28462, -0.17200, 2.97027], [5.40379, -0.25467, 1.95477], [4.04434, -0.34179, 2.19946], [3.60690, -0.34615, 3.46923], [3.15674, -0.42020, 1.15004], [1.85157, -0.47333, 1.43996], [3.54328, -0.42088, -0.20663], [2.42865, -0.48773, -1.49811], [4.93544, -0.33872, -0.39923], [5.43316, -0.32890, -1.64526], [5.83544, -0.25212, 0.64125], [7.15622, -0.16024, 0.39184], [-2.37689, -1.43792, -0.99440], [-2.51874, -2.31336, -2.18867], [-1.58138, -3.30981, -2.48353], [-1.73237, -4.14542, -3.57620], [-2.82965, -4.01695, -4.41875], [-3.77259, -3.03839, -4.14496], [-3.61976, -2.20656, -3.04491], [-3.06284, -0.58885, -1.05760], [-2.61956, -2.00708, -0.09536], [-0.69796, -3.40010, -1.85960], [-0.98142, -4.89860, -3.78623], [-2.94477, -4.65974, -5.28364], [-4.63676, -2.91917, -4.78959], [-4.36988, -1.45040, -2.83914]], "forces_ev_per_angstrom": [[0.473, 0.610, -0.444], [-0.075, 0.019, -0.125], [0.081, -0.033, 0.248], [-0.095, 0.107, 0.454], [0.129, -0.211, 0.029], [-1.764, -0.381, -0.103], [-0.380, -0.943, 0.336], [0.201, 0.245, -0.175], [0.007, 0.063, -0.031], [0.152, -0.181, -0.136], [-0.045, -0.028, 0.071], [-0.007, -0.003, 0.060], [0.035, 0.028, 0.027], [-0.107, -0.118, 0.132], [-0.020, 0.010, -0.118], [-0.064, 0.298, 0.085], [-0.130, -0.291, 0.131], [0.230, 0.318, -0.300], [0.006, -0.177, -0.328], [0.153, -0.412, 0.345], [-0.219, 0.249, -0.321], [0.071, 0.099, 0.194], [0.049, -0.040, -0.074], [-0.073, 0.068, -0.002], [0.017, -0.068, -0.048], [0.058, 0.111, 0.016], [-0.002, -0.017, -0.037], [0.009, -0.181, -0.088], [-0.094, 0.072, -0.027], [0.109, -0.211, 0.145], [0.057, 0.011, 0.083], [0.040, -0.029, -0.034], [0.001, -0.035, 0.010], [0.027, 0.018, -0.047], [-0.057, -0.013, -0.052], [-0.463, 0.443, 0.217], [-0.058, 0.007, 0.074], [-0.083, 0.019, -0.014], [0.066, 0.159, -0.010], [-0.056, -0.107, 0.117], [-0.070, 0.093, -0.008], [-0.043, 0.147, 0.175], [0.108, 0.002, 0.108], [-0.148, -0.019, -0.142], [0.204, -0.026, -0.086], [-0.083, 0.031, 0.153], [0.152, 0.139, -0.440], [2.367, 0.321, -0.275], [0.356, -0.014, 0.591], [-0.700, 0.195, -0.325], [-0.395, -0.020, 0.024], [0.101, 0.010, -0.066], [0.052, 0.009, 0.131], [0.124, -0.009, -0.044], [0.086, -0.147, -0.176], [-0.212, -0.075, 0.153], [0.017, -0.007, -0.050], [-0.006, -0.094, -0.018], [-0.067, -0.008, -0.053], [-0.023, 0.030, -0.014], [0.069, 0.036, -0.089], [-0.075, -0.027, 0.028], [-0.059, -0.082, 0.133], [-0.016, 0.006, 0.002], [0.028, 0.015, 0.036], [0.031, -0.012, 0.006], [0.010, 0.005, -0.023], [0.014, 0.023, 0.009]], "nbo_charge": [1.56, -0.42, -0.50, -0.23, -0.24, -0.73, 0.10, 0.21, -0.34, 0.28, -0.32, 0.17, -0.32, 0.27, -0.31, 0.29, -0.32, -0.21, -0.24, -0.72, 0.11, 0.31, -0.32, 0.27, -0.31, 0.17, -0.32, 0.27, -0.32, 0.20, -0.34, 0.15, 0.20, 0.21, 0.15, 0.23, 0.17, 0.17, 0.21, 0.15, 0.17, 0.17, -0.32, 0.20, 0.30, -0.32, 0.28, -0.31, -0.26, -0.38, 0.29, -0.31, 0.25, -0.32, -1.07, -0.01, -0.17, -0.23, -0.27, -0.22, -0.24, 0.19, 0.21, 0.20, 0.20, 0.19, 0.19, 0.19], "charge": -2, "relative_energy_kcal_mol": 32.9, "gap_ev": 6.28, "e_homo_ev": -1.8, "max_force_ha_per_bohr": 0.0468, "e_lumo_ha": 0.16615, "mol_weight_da": 849.94}

=====

{"formula": "CH3IO3S2", "method": "the ωB97M-V functional and the def2-TZVPD basis", "symbols": ["C", "O", "O", "O", "S", "S", "I", "H", "H", "H"], "coordinates": [[-0.38804, 1.14628, 0.87786], [-1.73929, -1.14807, -1.09499], [0.88628, -1.29876, 0.86472], [1.80490, 0.53648, -0.40372], [-0.36239, -0.67690, -1.64667], [0.65024, -0.12028, 0.12550], [0.93590, -2.62920, -1.94574], [-1.02551, 1.90754, 0.20204], [-0.98307, 0.47820, 1.54490], [0.22097, 1.80471, 1.47610]], "forces_ev_per_angstrom": [[-2.203, -0.062, -0.236], [2.831, 1.257, -1.419], [-0.830, -0.664, 1.807], [0.587, 0.697, -0.288], [-4.369, -1.059, 0.959], [1.665, 1.869, -1.256], [0.447, -0.488, -0.396], [1.430, -2.460, 1.063], [-0.247, 1.098, -0.422], [0.690, -0.187, 0.188]], "nbo_charge": [-0.89, -0.90, -0.89, -0.95, 0.79, 1.96, 0.07, 0.29, 0.26, 0.27], "charge": 0, "relative_energy_kcal_mol": 16.9, "gap_ev": 8.83, "e_homo_ev": -9.9, "max_force_ha_per_bohr": 0.0894, "e_lumo_ha": -0.03906, "mol_weight_da": 254.07}